15
Properties=species:S:1:pos:R:3:forces:R:3 method="wB97M-V/def2-TZVPD" gap_ev=8.69 multiplicity=1 charge=0 e_above_lowest_kj_mol=642.4
C -1.6587 -1.0282 0.8157 -0.62 -3.15 3.61
C 0.0802 0.9309 -0.1930 4.23 1.45 3.33
C 1.2160 -0.1252 -0.3753 0.93 0.32 -0.75
C 0.4229 2.1571 0.2966 -0.74 -0.20 0.20
H -2.1708 -0.5064 2.0108 1.25 -1.89 -3.93
H -0.5486 -1.7436 1.2578 -3.82 2.39 -1.93
H -2.5443 -1.7819 0.0893 2.86 2.12 2.96
H 2.0586 0.4744 -0.8936 -1.19 -1.46 0.12
H 1.7297 -0.5509 0.5457 -0.95 0.92 -0.51
H -0.4097 -0.3961 -1.7364 3.01 -3.79 1.96
H 0.9367 -1.9310 -1.6803 -0.64 2.45 1.96
H -0.3636 2.9515 0.6522 2.14 -1.42 -0.82
N 0.4589 -1.1873 -1.0072 -0.46 -0.18 -5.52
S -1.4537 0.2786 -0.3213 -3.51 2.10 -0.53
Cl 2.2463 2.4581 0.5392 -2.47 0.33 -0.14

15
Properties=species:S:1:pos:R:3:forces:R:3 method="wB97M-V/def2-TZVPD" gap_ev="8.85 / 3.81" multiplicity=3 s2=2.007 charge=+1 e_above_lowest_kj_mol=26.2
Ni -3.8903 -4.1396 -0.0486 0.31 1.22 -0.45
Cl -3.2684 -2.0305 -0.7988 -0.01 -1.06 0.59
C 0.2741 0.4181 -1.0056 0.62 0.05 -0.52
C 0.9196 1.4932 -0.1273 -0.20 -0.11 0.80
C 1.1061 0.7874 1.2367 0.35 1.41 -0.48
O 0.8774 -0.5833 1.0081 -0.76 -0.27 0.47
C -0.0368 -0.7280 -0.0457 0.13 0.21 -1.01
H 1.0259 0.0671 -1.7150 -0.12 -0.21 -0.01
H -0.5355 0.8132 -1.6114 -0.36 -0.31 0.30
H 0.2585 2.3492 -0.0217 0.23 0.14 0.02
H 1.8959 1.7888 -0.4985 -0.11 0.22 -0.10
H 0.4050 1.1568 2.0044 -0.40 -0.47 -0.06
H 2.0610 0.9873 1.7283 0.21 -0.70 -0.17
H -1.0703 -0.6514 0.3700 -0.20 0.00 0.31
H -0.0221 -1.7284 -0.4751 0.31 -0.13 0.31

15
Properties=species:S:1:pos:R:3:forces:R:3 method="wB97M-V/def2-TZVPD" gap_ev=7.62 multiplicity=1 charge=0 e_above_lowest_kj_mol=655.7
C -0.0416 0.9114 1.0873 0.43 1.37 1.03
C 0.0632 -0.0151 0.0149 2.15 -0.79 -3.15
C -0.0459 -1.5537 0.2810 -4.21 2.58 0.83
C 1.7512 0.5444 -1.3161 -3.31 0.53 6.02
O -2.6745 0.6708 0.2416 -3.02 -1.91 1.01
P -1.3282 1.2707 -0.2998 3.33 -0.02 -0.58
Cl -3.3838 -0.7731 -0.4558 0.42 0.76 0.22
H -0.1875 0.5154 2.1112 -0.43 0.32 -0.68
H 0.5697 1.8297 1.1056 0.00 -0.54 -0.02
H 0.9179 -1.9631 0.3155 1.01 -0.99 -0.22
H -0.8775 -1.9783 -0.3672 1.84 0.01 0.32
H -0.5661 -1.5811 1.3088 1.07 -0.34 -1.13
H 2.0287 -0.0012 -2.1024 0.65 -2.32 -2.93
H 2.4146 0.6292 -0.4836 0.80 -0.40 0.27
H 1.3597 1.4941 -1.4410 -0.72 1.74 -1.01

15
Properties=species:S:1:pos:R:3:forces:R:3 method="wB97M-V/def2-TZVPD" gap_ev=9.61 smiles="C/C(=C/O)P(C)Cl" multiplicity=1 charge=0 e_above_lowest_kj_mol=219.2
C -1.7077 1.0276 0.0985 0.00 0.16 -0.20
C -0.3782 0.3206 -0.1181 -0.08 -0.48 0.39
C 0.4673 0.8568 -1.0393 0.06 0.52 -0.40
O 1.7435 0.6319 -1.6738 -2.07 -0.84 1.92
P -0.6549 -1.1189 1.1500 2.30 -0.20 -2.84
C 0.9409 -1.9428 0.5869 -0.28 0.00 0.32
Cl 0.0768 -0.2193 2.7976 0.26 0.55 0.98
H -1.9367 1.0234 1.1702 -0.07 0.26 -0.12
H -1.7594 2.0514 -0.2596 0.07 0.17 -0.11
H -2.4968 0.4435 -0.3821 -0.07 0.11 -0.01
H 0.0303 1.7715 -1.4456 0.18 -0.05 -0.09
H 1.8910 1.4059 -2.2209 -0.04 0.04 0.00
H 0.7834 -2.3404 -0.4150 -0.12 -0.05 -0.05
H 1.7074 -1.1687 0.5186 -0.03 -0.11 0.09
H 1.2931 -2.7426 1.2328 -0.11 -0.07 0.11

16
Properties=species:S:1:pos:R:3:forces:R:3 method="wB97M-V/def2-TZVPD" gap_ev=9.64 smiles="CC(=O)CC[P@@H](=S)Cl" multiplicity=1 charge=0 e_above_lowest_kj_mol=102.8
C -2.7095 -0.4457 -0.1211 -1.97 3.40 0.94
C -1.4972 0.3044 0.3537 0.03 -1.42 0.59
O -1.5301 1.2766 1.0419 -0.43 1.26 0.67
C -0.1749 -0.2256 -0.1129 1.08 0.76 -2.17
C 0.9709 0.6674 0.3105 1.33 1.10 0.12
P 2.6726 0.0283 -0.1444 0.15 0.28 0.96
S 4.3785 0.9037 -0.0106 -0.36 0.62 0.55
Cl 2.7960 -1.8503 0.6177 -0.40 -0.37 0.23
H -3.2364 0.3497 -0.7791 0.98 -1.89 -0.05
H -3.5154 -0.4741 0.6577 1.08 -0.35 -0.17
H -2.4182 -1.3999 -0.4433 -0.24 -1.14 -1.18
H -0.2752 -0.1535 -1.2197 0.14 -0.42 0.33
H 0.1315 -1.2388 0.1083 -0.76 -0.53 0.24
H 1.0473 1.6789 -0.1955 -0.58 -0.98 0.57
H 0.8170 0.8326 1.3840 0.70 0.22 -0.15
H 2.5432 -0.2536 -1.4472 -0.76 -0.53 -1.50

16
Properties=species:S:1:pos:R:3:forces:R:3 method="wB97M-V/def2-TZVPD" gap_ev="9.66 / 4.26" multiplicity=6 s2=9.753 charge=+1
O -0.9155 -0.5237 -1.6823 0.25 -3.83 1.27
C -0.9800 0.7411 -1.7448 -0.38 2.97 0.02
O -0.1907 1.4253 -0.8094 0.22 0.22 0.41
C 1.2168 1.2058 -0.7624 -0.58 0.07 -0.38
C 1.6282 1.0479 0.6811 0.37 0.94 -0.04
O 0.8542 0.0432 1.3142 -0.67 -1.39 -0.59
C 1.1426 -0.1280 2.6921 0.20 0.06 0.44
Dy -0.5000 -1.7185 0.1237 0.02 1.33 -1.02
H -1.9685 1.2374 -1.7511 0.49 -0.20 -0.28
H 1.7096 2.0957 -1.1731 0.12 -0.23 0.06
H 1.5183 0.3404 -1.3690 -0.12 0.04 0.05
H 1.4251 1.9874 1.2203 0.28 -0.22 -0.15
H 2.6971 0.7843 0.7252 -0.24 0.18 0.16
H 0.4856 -0.9102 3.0885 0.05 0.09 -0.06
H 2.1868 -0.4518 2.8140 -0.26 0.27 0.16
H 0.9210 0.8064 3.2273 0.26 -0.28 -0.05

Among the records above, which one has the highest multiplicity?
C4H8DyO3

Which value of multiplicity does entry 3 give?
1

Look up the multiplicity of the first one.
1

Please write out number 3 again, unchanged.
15
Properties=species:S:1:pos:R:3:forces:R:3 method="wB97M-V/def2-TZVPD" gap_ev=7.62 multiplicity=1 charge=0 e_above_lowest_kj_mol=655.7
C -0.0416 0.9114 1.0873 0.43 1.37 1.03
C 0.0632 -0.0151 0.0149 2.15 -0.79 -3.15
C -0.0459 -1.5537 0.2810 -4.21 2.58 0.83
C 1.7512 0.5444 -1.3161 -3.31 0.53 6.02
O -2.6745 0.6708 0.2416 -3.02 -1.91 1.01
P -1.3282 1.2707 -0.2998 3.33 -0.02 -0.58
Cl -3.3838 -0.7731 -0.4558 0.42 0.76 0.22
H -0.1875 0.5154 2.1112 -0.43 0.32 -0.68
H 0.5697 1.8297 1.1056 0.00 -0.54 -0.02
H 0.9179 -1.9631 0.3155 1.01 -0.99 -0.22
H -0.8775 -1.9783 -0.3672 1.84 0.01 0.32
H -0.5661 -1.5811 1.3088 1.07 -0.34 -1.13
H 2.0287 -0.0012 -2.1024 0.65 -2.32 -2.93
H 2.4146 0.6292 -0.4836 0.80 -0.40 0.27
H 1.3597 1.4941 -1.4410 -0.72 1.74 -1.01